1.
Below is a structure of composition C42H35AsBrNNiP2S4Si, with properties calculated with ωB97M-V with the def2-TZVPD basis set.

XYZ file:
```
88
C42H35AsBrNNiP2S4Si (ωB97M-V with the def2-TZVPD basis set)
Ni 0.931 -0.558 1.100
C 0.179 2.926 1.708
Si 0.801 1.588 0.525
C -0.142 1.899 -1.145
C 0.611 2.225 -2.281
C 0.036 2.462 -3.520
C -1.343 2.408 -3.666
C -2.118 2.078 -2.565
C -1.534 1.792 -1.329
P -2.548 1.275 0.118
C -2.919 -0.513 -0.261
C -1.923 -1.528 -1.855
C -1.824 -3.013 -2.005
C -1.759 -3.586 -0.810
C -3.034 -2.463 1.158
C -3.664 -1.135 0.907
C -4.162 2.055 -0.292
C -4.218 3.453 -0.285
C -5.401 4.129 -0.524
C -6.575 3.419 -0.759
C -6.540 2.034 -0.756
C -5.346 1.358 -0.527
C 2.587 2.138 0.154
C 3.014 3.465 0.062
C 4.357 3.784 -0.069
C 5.299 2.760 -0.110
C 4.887 1.437 -0.046
C 3.533 1.119 0.072
P 2.761 -0.634 0.044
C 2.506 -0.720 -1.787
C 1.461 -1.498 -2.285
C 1.200 -1.544 -3.647
C 1.982 -0.825 -4.539
C 3.031 -0.056 -4.055
C 3.285 -0.001 -2.690
C 4.367 -1.484 0.326
C 4.913 -1.449 1.610
C 6.118 -2.079 1.870
C 6.801 -2.744 0.856
C 6.259 -2.784 -0.418
C 5.044 -2.158 -0.683
H 0.147 3.904 1.215
H 0.868 2.976 2.555
H -0.809 2.692 2.102
H 1.689 2.299 -2.194
H 0.669 2.700 -4.368
H -1.811 2.613 -4.622
H -3.197 2.049 -2.667
H -1.275 -0.953 -2.521
H -1.825 -3.532 -2.956
H -1.670 -4.646 -0.618
H -2.939 -2.823 2.174
H -3.977 -0.502 1.728
H -3.311 4.017 -0.095
H -5.412 5.212 -0.519
H -7.505 3.944 -0.940
H -7.446 1.467 -0.936
H -5.355 0.275 -0.537
H 2.286 4.270 0.112
H 4.673 4.820 -0.120
H 6.356 2.994 -0.189
H 5.633 0.652 -0.091
H 0.856 -2.061 -1.584
H 0.373 -2.146 -4.007
H 1.773 -0.859 -5.602
H 3.651 0.515 -4.737
H 4.096 0.620 -2.332
H 4.374 -0.962 2.416
H 6.519 -2.060 2.877
H 7.743 -3.238 1.066
H 6.776 -3.310 -1.213
H 4.622 -2.208 -1.678
S 2.414 -0.979 4.289
As 0.788 -1.745 3.204
S -0.700 -0.263 2.738
S 1.729 -2.596 0.807
S 0.004 -3.658 3.609
Br -6.152 -3.984 -1.055
C -4.864 -2.592 -0.801
C -4.459 -1.880 -1.841
C -3.358 -0.889 -1.718
N -1.649 -1.275 -0.424
C -1.781 -2.571 0.299
C -4.452 -2.383 0.597
H -4.845 -2.094 -2.831
H -3.523 -0.046 -2.387
H -0.941 -2.724 0.979
H -5.215 -2.647 1.319
```

Kohn-Sham gap (eV): 5.0775
Relative energy (zero: lowest compared OMol25 entry of this formula, charge and spin) (eV): 2.693
Total charge: -2


2.
Below is a cluster of 15 separate species, C41H91Cl2N2O26 in total in a non-equilibrium geometry, with properties calculated with ωB97M-V with the def2-TZVPD basis set.

XYZ file:
```
162
C41H91Cl2N2O26 (ωB97M-V with the def2-TZVPD basis set)
C 2.482 -1.723 -0.117
C 1.973 -0.720 0.990
N 0.553 -0.578 0.900
C -0.442 -1.275 1.610
C -1.670 -0.810 1.273
N -1.494 0.222 0.366
C -0.151 0.388 0.223
C -2.575 1.092 -0.194
H 3.564 -1.779 -0.005
H 2.167 -1.390 -1.106
H 2.046 -2.706 0.062
H 2.487 0.218 0.782
H 2.163 -1.024 2.019
H -0.235 -2.097 2.280
H -2.670 -1.043 1.606
H 0.290 1.186 -0.357
H -3.256 1.382 0.606
H -3.150 0.542 -0.939
H -2.173 1.941 -0.746
C -0.645 -3.120 -1.676
C -1.531 -2.362 -2.578
C -3.099 -2.274 -2.253
O -3.862 -1.703 -3.049
C -3.483 -2.937 -1.005
C -2.635 -3.614 -0.252
C -1.193 -3.771 -0.603
O -0.357 -4.623 -0.038
O -3.140 -3.980 0.858
O -1.054 -1.700 -3.518
H 0.392 -3.204 -1.966
H -4.523 -2.812 -0.742
C 4.769 1.748 2.485
C 5.123 1.031 3.774
C 4.707 -0.468 3.419
O 4.646 -0.575 2.041
C 5.215 0.617 1.538
H 5.334 2.641 2.217
H 3.703 1.963 2.407
H 4.498 1.323 4.618
H 6.170 1.192 4.034
H 3.713 -0.589 3.850
H 5.348 -1.197 3.916
H 4.847 0.747 0.520
H 6.297 0.577 1.413
C 0.411 0.803 4.997
C -0.969 0.243 4.922
C -1.692 1.084 3.880
O -0.640 1.540 3.096
C 0.506 1.843 3.938
H 1.056 -0.070 4.895
H 0.676 1.209 5.974
H -1.535 0.379 5.843
H -0.987 -0.810 4.643
H -2.196 1.965 4.278
H -2.374 0.438 3.328
H 0.480 2.855 4.344
H 1.476 1.811 3.443
C 5.084 -0.326 -2.263
C 5.947 -0.441 -3.500
O 5.819 -1.695 -4.030
O 3.767 0.035 -2.521
H 5.547 0.396 -1.590
H 5.148 -1.256 -1.698
H 6.997 -0.214 -3.311
H 5.639 0.351 -4.182
H 6.157 -1.554 -4.917
H 3.317 -0.708 -2.928
C -6.175 -0.277 1.562
C -6.690 0.678 0.453
O -5.934 0.654 -0.708
O -4.885 0.098 1.961
H -6.252 -1.256 1.089
H -6.783 -0.269 2.467
H -6.630 1.727 0.743
H -7.698 0.431 0.121
H -5.899 1.524 -1.113
H -4.847 0.968 2.365
C 1.528 -7.256 1.824
C 0.655 -6.367 2.700
O 0.885 -4.993 2.492
O 1.048 -7.362 0.496
H 1.569 -8.267 2.230
H 2.520 -6.807 1.763
H 0.939 -6.464 3.748
H -0.385 -6.694 2.703
H 0.409 -4.742 1.696
H 0.425 -6.633 0.449
C -1.813 4.318 -3.259
C -0.590 4.970 -3.957
O 0.721 4.362 -3.817
O -2.166 3.111 -3.869
H -2.585 5.079 -3.372
H -1.700 4.131 -2.191
H -0.494 6.000 -3.612
H -0.770 5.223 -5.002
H 0.947 4.393 -2.885
H -1.451 2.495 -3.693
C -3.437 -3.677 4.654
C -2.073 -4.285 4.267
O -0.951 -3.336 4.211
O -3.843 -2.684 3.752
H -3.308 -3.173 5.612
H -4.205 -4.437 4.800
H -2.113 -4.918 3.381
H -1.888 -5.034 5.037
H -0.205 -3.854 3.900
H -3.515 -3.034 2.921
C -1.419 4.305 1.491
C -1.348 5.408 2.630
O -0.938 4.766 3.881
O -0.191 3.581 1.319
H -1.677 4.651 0.490
H -2.216 3.606 1.746
H -2.253 6.012 2.697
H -0.645 6.178 2.313
H -1.225 5.339 4.596
H -0.128 3.147 2.173
C 2.365 4.594 -0.856
C 3.211 3.424 -1.368
O 2.970 2.177 -0.781
O 1.002 4.321 -1.113
H 2.649 5.585 -1.208
H 2.454 4.745 0.220
H 4.262 3.694 -1.261
H 3.154 3.382 -2.455
H 3.572 1.516 -1.129
H 0.555 3.914 -0.368
C -5.686 4.148 -2.015
C -4.402 3.906 -1.220
O -4.508 3.514 0.174
O -6.444 2.901 -2.324
H -5.328 4.508 -2.979
H -6.240 4.972 -1.566
H -3.758 4.784 -1.279
H -3.881 3.071 -1.688
H -5.069 4.140 0.639
H -7.333 3.221 -2.494
C 2.252 -2.759 -4.310
C 1.344 -2.681 -5.553
O 0.111 -3.289 -5.243
O 1.853 -1.748 -3.441
H 3.263 -2.543 -4.653
H 2.274 -3.746 -3.847
H 1.876 -3.145 -6.383
H 1.244 -1.637 -5.851
H -0.380 -2.759 -4.611
H 0.988 -1.991 -3.104
C 0.681 1.226 -2.969
C 1.165 1.122 -4.408
O 0.572 2.038 -5.355
O -0.692 0.811 -2.909
H 0.821 2.256 -2.640
H 1.302 0.606 -2.322
H 0.932 0.129 -4.793
H 2.252 1.195 -4.437
H 0.649 2.904 -4.948
H -0.744 -0.071 -3.286
C 3.352 -5.227 -0.948
Cl 3.855 -6.877 -0.971
Cl 4.765 -4.229 -0.619
H 2.811 -4.986 -1.863
H 2.799 -5.064 -0.023
```

Kohn-Sham gap (eV): 5.1447
Total charge: -1


Number 1: DFT total energy -10559.38425 Ha, HOMO -1.39 eV. Number 2: DFT total energy -4602.72689 Ha, HOMO -3.80 eV.